Version a
# C2H2I2P

A structure of composition C2H2I2P (wB97M-V/def2-TZVPD, the OMol25 dataset).

The geometry in ORCA input format:
```
! wB97M-V def2-TZVPD RIJCOSX def2/J DEFGRID3
* xyz 1 1
C -0.01 0.57 -0.27
C -0.14 -0.60 -0.08
P 2.25 0.13 1.08
I 3.18 1.85 -0.27
I 3.16 -1.85 0.12
H 0.07 1.62 -0.21
H -0.35 -1.62 -0.22
*
```

For the HOMO-LUMO gap, the calculation gives 0.2753 Ha. Its HOMO energy is -0.5303 Ha.

Listed below, in e, are the Löwdin charges computed for each atom: -0.08 -0.04 0.02 0.52 0.49 0.03 0.06

Version b
# C2H2I2P

The ion C2H2I2P with charge +1 (wB97M-V/def2-TZVPD, the OMol25 dataset).

The geometry in ORCA input format:
```
! wB97M-V def2-TZVPD RIJCOSX def2/J DEFGRID3
* xyz 1 1
C -1.02 0.66 0.24
C 0.23 0.05 0.12
P 1.34 -1.31 0.76
I -3.08 0.23 0.68
I 2.65 -1.90 -1.23
H -1.09 1.53 -0.26
H 0.96 0.75 -0.31
*
```

For the HOMO-LUMO gap (alpha / beta), the calculation gives 0.2130 / 0.2130 Ha. Its HOMO energy (alpha / beta) is -0.5013 / -0.5013 Ha.

Listed below, in e, are the Löwdin charges computed for each atom: -0.58 -0.53 0.66 0.90 0.55 -0.03 0.04

What should be chosen as the least stable of them? Choose version b.

Version a
# C4H8N2OS

The molecule C4H8N2OS (wB97M-V/def2-TZVPD, the OMol25 dataset).

The geometry in ORCA input format:
```
! wB97M-V def2-TZVPD RIJCOSX def2/J DEFGRID3
* xyz 0 1
C -0.60 -0.50 -0.70
C 0.49 -0.47 1.42
C -1.88 -0.86 1.24
C 1.59 1.23 -1.92
N -0.66 -0.75 0.59
N 1.42 0.36 -0.77
O -1.14 -0.63 -1.75
S 1.26 1.01 0.75
H 0.26 -0.40 2.51
H 1.26 -1.29 1.12
H -2.48 0.10 1.35
H -2.65 -1.26 0.46
H -1.71 -1.25 2.26
H 1.13 2.19 -1.83
H 2.69 1.62 -1.93
H 1.02 0.90 -2.80
*
```

For the HOMO-LUMO gap (alpha / beta), the calculation gives 0.2846 / 0.2846 Ha. Its HOMO energy (alpha / beta) is -0.2622 / -0.2621 Ha.

Löwdin atomic charge list, values in e, 8 entries: -0.27 -0.44 -0.07 -0.24 -0.22 -0.47 0.14 0.80

Version b
# C4H8N2OS

The molecule C4H8N2OS (wB97M-V/def2-TZVPD, the OMol25 dataset).

The geometry in ORCA input format:
```
! wB97M-V def2-TZVPD RIJCOSX def2/J DEFGRID3
* xyz 0 1
C -2.48 -0.14 0.74
C -1.74 -0.23 -0.69
C -0.31 0.28 -0.71
C 2.27 0.25 -0.12
H -2.14 -0.63 1.55
H -3.50 -0.43 0.63
H -2.70 0.88 1.09
H -1.80 -1.30 -1.14
H -2.44 0.27 -1.38
H 3.78 -0.44 0.93
H 2.43 -1.56 0.94
H 1.90 1.93 -0.60
N 3.07 -0.83 0.38
N 2.69 1.44 -0.11
O -0.06 1.46 -0.61
S 1.04 -0.95 -0.89
*
```

For the HOMO-LUMO gap, the calculation gives 0.3784 Ha. Its SMILES is [H]/N=C(/N)SC(=O)CC. Its HOMO energy is -0.3580 Ha.

Löwdin atomic charge list, values in e, 8 entries: -0.07 -0.19 -0.69 -0.70 0.02 0.06 0.08 0.12

What should be chosen as the least stable of them? Choose version a.

Version a
# C4H8N2OS

The molecule C4H8N2OS (wB97M-V/def2-TZVPD, the OMol25 dataset).

The geometry in ORCA input format:
```
! wB97M-V def2-TZVPD RIJCOSX def2/J DEFGRID3
* xyz 0 1
C -1.02 0.47 -0.50
C 0.32 0.35 -0.35
C 1.09 0.89 0.92
C 0.99 -0.64 -1.21
N -1.70 1.25 0.39
N -3.94 0.32 0.31
O -2.92 1.22 0.68
S -3.64 -0.98 -0.56
H -1.36 -0.03 -1.40
H 0.52 1.73 1.38
H 2.04 1.31 0.69
H 0.85 0.17 1.77
H 0.45 -1.52 -1.16
H 2.13 -0.73 -0.88
H 0.94 -0.26 -2.20
H -4.83 0.72 0.54
*
```

For the HOMO-LUMO gap (alpha / beta), the calculation gives 0.2443 / 0.3039 Ha. Its HOMO energy (alpha / beta) is -0.2708 / -0.2991 Ha.

Löwdin atomic charge list, values in e, 8 entries: -0.21 -0.30 -0.05 -0.07 0.02 -0.50 -0.15 0.64

Version b
# C4H8N2OS

The molecule C4H8N2OS (wB97M-V/def2-TZVPD, the OMol25 dataset).

The geometry in ORCA input format:
```
! wB97M-V def2-TZVPD RIJCOSX def2/J DEFGRID3
* xyz 0 1
C 0.80 -0.69 -0.29
C -0.01 0.64 -0.32
C -0.61 0.98 0.99
C -1.46 0.76 -0.10
H 2.33 -1.98 0.01
H 2.79 -0.07 0.31
H -0.60 -2.13 -1.02
H 0.96 1.68 -1.84
H -0.50 2.16 1.15
H -0.41 0.25 1.78
H -1.83 1.67 -0.69
H -1.80 -1.31 1.09
N 1.98 -0.95 0.58
N 0.35 -1.99 -0.67
O 0.56 1.74 -0.81
S -2.55 -0.76 -0.16
*
```

For the HOMO-LUMO gap, the calculation gives 0.3330 Ha. Its SMILES is [H]/N=C(/N)[C@]1(O)C[C@@H]1S. Its HOMO energy is -0.3206 Ha.

Löwdin atomic charge list, values in e, 8 entries: -0.31 -0.58 -0.14 -0.59 0.18 0.16 -0.04 0.22

What should be chosen as the least stable of them? Choose version a.

Version a
# C4H8N2OS

The molecule C4H8N2OS (wB97M-V/def2-TZVPD, the OMol25 dataset).

The geometry in ORCA input format:
```
! wB97M-V def2-TZVPD RIJCOSX def2/J DEFGRID3
* xyz 0 1
C 2.07 0.43 0.33
C 0.61 0.05 0.25
C -1.77 0.39 0.67
C -0.49 1.19 0.39
H 2.57 -0.89 -1.06
H 2.67 -1.45 0.41
H 2.39 0.71 1.33
H 2.16 1.36 -0.23
H -1.90 0.23 1.72
H -2.64 0.82 0.21
H -0.34 2.02 1.18
H -0.90 1.44 -1.53
N 2.97 -0.65 -0.14
N 0.20 -1.10 -0.15
O -0.48 1.94 -0.82
S -1.56 -1.24 -0.20
*
```

For the HOMO-LUMO gap, the calculation gives 0.3556 Ha. Its SMILES is NCC1=NSC[C@@H]1O. Its HOMO energy is -0.3282 Ha.

Löwdin atomic charge list, values in e, 8 entries: -0.23 -0.34 -0.40 -0.36 0.07 0.05 0.11 0.12

Version b
# C4H8N2OS

The molecule C4H8N2OS (wB97M-V/def2-TZVPD, the OMol25 dataset).

The geometry in ORCA input format:
```
! wB97M-V def2-TZVPD RIJCOSX def2/J DEFGRID3
* xyz 0 1
C 1.58 -1.44 -0.91
C 0.62 -0.14 -1.05
C -0.98 -0.48 -0.97
C -0.18 0.80 0.77
H 1.21 -2.19 -1.66
H 2.62 -1.01 -1.29
H 1.81 -1.68 0.28
H 0.65 0.24 -2.12
H -1.05 -1.63 -1.04
H -1.60 0.09 -1.55
H 0.41 1.99 2.04
H -2.26 1.21 3.11
N -0.42 1.48 1.91
N 0.92 0.70 0.10
O -1.24 -0.03 0.40
S -2.09 2.07 2.00
*
```

For the HOMO-LUMO gap, the calculation gives 0.3458 Ha. Its SMILES is C[C@H]1COC(NS)=N1. Its HOMO energy is -0.3245 Ha.

Löwdin atomic charge list, values in e, 8 entries: -0.09 -0.36 -0.07 -0.57 0.06 0.09 0.13 0.14

What should be chosen as the least stable of them? Choose version b.